[1]
Molecular formula: C33H67NO9
Method: DFT, ωB97M-V/def2-TZVPD

## Properties
energy relative to the best compared isomer or geometry (same formula, charge and spin) = 0.000 eV
SMILES = CCOC(=O)CCC[C@H]1OC(=O)[C@H](C[C@H](C)O)[C@]1(C)CCCCN(C)C(C)=O.CCOCC.CCOCC.CCOCC
LUMO = 0.550 eV
total charge = 0

Each line ends with the Löwdin charge.
Positions of all 110 atoms, in Å:
C  1.809  -7.560  0.583  -0.061
C  1.537  -6.072  0.447  -0.222
O  1.738  -5.615  -0.907  -0.016
C  2.889  -4.944  -1.125  -0.491
O  3.852  -5.041  -0.409  0.121
C  2.829  -4.067  -2.352  -0.076
C  3.386  -2.659  -2.072  -0.146
C  2.260  -1.673  -1.732  -0.115
C  1.677  -1.855  -0.312  -0.238
O  2.645  -2.356  0.622  0.041
C  3.417  -1.289  1.003  -0.399
O  4.555  -1.435  1.335  0.161
C  2.598  -0.015  0.781  -0.134
C  2.577  1.122  1.828  -0.091
C  3.783  1.366  2.732  -0.427
C  5.067  1.694  1.985  -0.039
O  4.014  0.326  3.679  -0.028
C  1.199  -0.571  0.370  -0.343
C  0.522  0.439  -0.594  -0.002
C  0.322  -0.854  1.621  -0.116
C  -0.190  -2.286  1.860  -0.158
C  -1.289  -2.822  0.913  -0.178
C  -2.163  -1.735  0.319  -0.198
N  -3.223  -2.265  -0.551  -0.130
C  -2.669  -3.020  -1.694  -0.056
C  -3.972  -1.146  -1.071  -0.484
C  -5.447  -1.172  -0.800  0.010
O  -3.436  -0.242  -1.669  0.096
H  2.876  -7.725  0.732  0.078
H  1.503  -8.076  -0.327  0.079
H  1.273  -7.960  1.443  0.075
H  0.497  -5.837  0.678  0.113
H  2.177  -5.496  1.114  0.118
H  1.786  -3.996  -2.669  0.113
H  3.360  -4.568  -3.163  0.128
H  3.892  -2.296  -2.969  0.115
H  4.124  -2.727  -1.274  0.111
H  2.550  -0.642  -1.939  0.116
H  1.435  -1.883  -2.420  0.106
H  0.874  -2.582  -0.415  0.135
H  3.086  0.424  -0.096  0.154
H  1.701  1.055  2.475  0.097
H  2.445  2.046  1.256  0.127
H  3.524  2.258  3.320  0.132
H  5.834  1.972  2.710  0.083
H  5.414  0.863  1.376  0.071
H  4.889  2.581  1.370  0.082
H  3.359  -0.369  3.577  0.078
H  0.318  0.010  -1.576  0.070
H  -0.429  0.803  -0.208  0.078
H  1.143  1.318  -0.775  0.088
H  -0.521  -0.162  1.641  0.106
H  0.903  -0.603  2.508  0.101
H  0.636  -2.996  1.873  0.103
H  -0.603  -2.289  2.873  0.115
H  -0.853  -3.444  0.128  0.082
H  -1.935  -3.497  1.484  0.119
H  -1.556  -1.004  -0.223  0.094
H  -2.651  -1.206  1.146  0.138
H  -2.479  -4.048  -1.393  0.084
H  -1.725  -2.579  -2.039  0.088
H  -3.377  -3.006  -2.522  0.092
H  -5.801  -2.198  -0.709  0.081
H  -5.973  -0.687  -1.622  0.083
H  -5.661  -0.642  0.131  0.092
C  0.085  2.126  7.054  -0.076
C  0.593  1.565  5.738  -0.282
O  -0.415  0.981  4.930  -0.172
C  -1.464  1.837  4.513  -0.280
C  -1.004  3.021  3.679  -0.069
H  -0.427  1.352  7.627  0.082
H  0.922  2.499  7.645  0.078
H  -0.611  2.953  6.908  0.066
H  1.300  0.758  5.930  0.119
H  1.137  2.335  5.178  0.105
H  -2.050  2.177  5.374  0.108
H  -2.120  1.203  3.915  0.113
H  -0.361  3.696  4.244  0.069
H  -1.867  3.594  3.338  0.077
H  -0.450  2.680  2.803  0.070
C  -4.399  6.254  -0.507  -0.081
C  -3.173  5.445  -0.896  -0.284
O  -3.028  4.231  -0.183  -0.163
C  -4.084  3.298  -0.325  -0.278
C  -4.329  2.835  -1.750  -0.079
H  -4.391  6.468  0.563  0.080
H  -4.408  7.199  -1.050  0.076
H  -5.327  5.730  -0.739  0.065
H  -2.271  6.013  -0.667  0.118
H  -3.165  5.260  -1.977  0.108
H  -5.008  3.693  0.115  0.107
H  -3.784  2.444  0.285  0.113
H  -4.658  3.650  -2.399  0.069
H  -5.103  2.069  -1.760  0.067
H  -3.423  2.405  -2.173  0.067
C  1.595  3.183  -5.756  -0.078
C  1.929  2.098  -4.747  -0.283
O  0.892  1.831  -3.821  -0.173
C  -0.338  1.381  -4.359  -0.276
C  -0.236  0.075  -5.129  -0.070
H  1.324  4.108  -5.247  0.082
H  2.459  3.377  -6.392  0.077
H  0.765  2.899  -6.404  0.066
H  2.775  2.415  -4.136  0.118
H  2.235  1.179  -5.260  0.108
H  -0.796  2.159  -4.981  0.110
H  -0.990  1.244  -3.495  0.108
H  0.390  0.167  -6.018  0.068
H  -1.228  -0.242  -5.453  0.079
H  0.188  -0.708  -4.497  0.067

---

[2]
Molecular formula: C31H31F3N6O2S
Method: DFT, ωB97M-V/def2-TZVPD

## Properties
SMILES = CCN1CCN(Cc2ccc(NC(=O)c3ccc(C)c(NC(=O)c4csc(-c5ccncc5)n4)c3)cc2C(F)(F)F)CC1
LUMO = -0.627 eV
total charge = 0

Each line ends with the Löwdin charge.
Positions of all 74 atoms, in Å:
C  -7.477  -3.403  1.541  -0.091
C  -6.440  -3.619  0.444  -0.267
N  -5.165  -3.001  0.769  -0.182
C  -5.205  -1.553  0.671  -0.173
C  -3.874  -0.967  1.124  -0.159
N  -2.806  -1.475  0.287  -0.178
C  -1.536  -0.843  0.578  -0.146
C  -1.533  0.592  0.130  -0.164
C  -1.188  1.595  1.029  -0.009
C  -1.131  2.921  0.658  -0.002
C  -1.434  3.288  -0.650  -0.250
N  -1.310  4.618  -1.069  0.142
C  -0.260  5.468  -0.839  -0.431
O  -0.333  6.640  -1.141  0.085
C  0.957  4.846  -0.246  -0.147
C  1.683  5.518  0.728  -0.012
C  2.811  4.928  1.272  -0.030
C  3.228  3.662  0.887  -0.203
C  4.431  3.027  1.520  -0.041
C  2.496  2.994  -0.107  -0.157
N  2.870  1.702  -0.481  0.158
C  2.107  0.764  -1.103  -0.387
O  0.985  0.922  -1.543  0.094
C  2.803  -0.542  -1.183  -0.279
C  2.258  -1.669  -1.738  -0.311
S  3.348  -2.976  -1.639  1.105
C  4.496  -1.904  -0.837  -0.500
C  5.799  -2.359  -0.407  -0.219
C  6.222  -3.673  -0.607  -0.032
C  7.486  -4.033  -0.170  -0.139
N  8.317  -3.197  0.428  0.060
C  7.917  -1.951  0.618  -0.138
C  6.679  -1.476  0.225  -0.002
N  4.053  -0.701  -0.684  0.102
C  1.397  3.606  -0.693  0.043
C  -1.840  2.308  -1.548  0.055
C  -1.865  0.973  -1.172  -0.074
C  -2.233  -0.031  -2.233  -0.565
F  -3.521  -0.418  -2.168  0.129
F  -1.496  -1.150  -2.221  0.139
F  -2.087  0.472  -3.475  0.128
C  -2.761  -2.918  0.385  -0.171
C  -4.095  -3.494  -0.077  -0.182
H  -7.048  -3.659  2.505  0.076
H  -7.818  -2.372  1.572  0.059
H  -8.339  -4.040  1.359  0.068
H  -6.833  -3.252  -0.521  0.120
H  -6.260  -4.693  0.344  0.112
H  -5.997  -1.172  1.317  0.114
H  -5.400  -1.228  -0.366  0.125
H  -3.904  0.122  1.032  0.126
H  -3.705  -1.228  2.185  0.130
H  -1.291  -0.886  1.657  0.129
H  -0.753  -1.384  0.039  0.120
H  -0.945  1.322  2.046  0.117
H  -0.839  3.676  1.372  0.127
H  -2.036  4.990  -1.669  0.161
H  1.357  6.493  1.055  0.120
H  3.373  5.457  2.028  0.111
H  5.206  2.838  0.776  0.086
H  4.847  3.683  2.279  0.079
H  4.169  2.080  1.993  0.087
H  3.767  1.366  -0.154  0.110
H  1.289  -1.767  -2.184  0.076
H  5.577  -4.390  -1.092  0.087
H  7.854  -5.041  -0.305  0.108
H  8.631  -1.303  1.111  0.107
H  6.385  -0.453  0.394  0.104
H  0.887  3.097  -1.491  0.117
H  -2.084  2.587  -2.562  0.133
H  -1.963  -3.289  -0.263  0.120
H  -2.563  -3.249  1.420  0.128
H  -4.061  -4.584  -0.005  0.120
H  -4.253  -3.213  -1.133  0.129

---

[3]
Molecular formula: C26H29FIN4O6PPtTe
Method: DFT, ωB97M-V/def2-TZVPD

## Properties
energy relative to the best compared isomer or geometry (same formula, charge and spin) = 0.369 eV
LUMO (spin up / spin down) = -0.140 / -0.139 eV
total charge = 0

Each line ends with the Löwdin charge.
Positions of all 70 atoms, in Å:
Pt  -0.388  2.351  0.524  0.713
C  1.038  -4.733  3.263  -0.025
C  1.471  -4.436  1.830  -0.311
C  1.235  -5.599  0.876  -0.136
C  -0.255  -5.874  0.718  -0.131
C  -0.993  -4.610  0.354  -0.132
C  -2.196  -4.661  -0.315  0.052
C  -2.863  -3.488  -0.652  -0.256
F  -4.028  -3.590  -1.320  0.066
C  -2.370  -2.258  -0.330  0.075
C  -1.155  -2.181  0.359  -0.057
C  -0.642  -0.853  0.738  -0.314
O  -1.322  0.151  0.504  -0.084
C  0.655  -0.840  1.346  -0.026
C  1.280  -2.022  1.600  0.033
N  0.772  -3.240  1.327  0.011
C  -0.459  -3.349  0.688  -0.081
C  1.413  0.413  1.754  -0.588
O  2.622  0.334  1.840  0.078
O  0.704  1.462  2.088  -0.258
H  1.519  -5.643  3.625  0.088
H  -0.044  -4.859  3.328  0.085
H  1.320  -3.908  3.918  0.084
H  2.534  -4.194  1.828  0.146
H  1.754  -6.480  1.254  0.121
H  1.664  -5.349  -0.097  0.128
H  -0.661  -6.281  1.649  0.120
H  -0.423  -6.628  -0.051  0.121
H  -2.626  -5.618  -0.589  0.132
H  -2.882  -1.344  -0.601  0.142
H  2.266  -1.999  2.048  0.149
C  2.687  2.549  -3.985  -0.073
C  1.192  2.766  -4.105  -0.288
O  0.466  1.574  -3.758  -0.281
P  -0.035  1.375  -2.239  0.107
O  1.128  1.487  -1.307  -0.375
Te  -1.778  2.912  -1.661  0.639
O  -0.615  -0.098  -2.365  -0.280
C  0.282  -1.159  -2.777  -0.256
C  -0.093  -1.639  -4.161  -0.066
H  3.222  3.447  -4.298  0.078
H  2.994  1.718  -4.622  0.079
H  2.952  2.306  -2.956  0.068
H  0.912  3.005  -5.129  0.117
H  0.863  3.598  -3.475  0.073
H  0.170  -1.958  -2.045  0.107
H  1.315  -0.810  -2.742  0.115
H  -1.134  -1.966  -4.176  0.080
H  0.544  -2.478  -4.450  0.079
H  0.029  -0.833  -4.884  0.072
I  0.499  4.657  3.512  0.932
C  0.772  5.185  1.505  -0.763
C  0.891  6.538  1.215  -0.142
C  1.249  6.909  -0.069  -0.061
C  1.517  5.916  -0.996  -0.052
C  1.340  4.600  -0.623  -0.161
N  0.920  4.227  0.599  -0.077
H  0.728  7.270  1.991  0.087
H  1.342  7.956  -0.330  0.111
H  1.866  6.156  -1.992  0.109
H  1.541  3.784  -1.303  0.068
N  -1.892  1.728  3.085  -0.015
C  -2.941  1.651  3.918  -0.094
C  -3.908  2.500  3.424  -0.067
C  -3.330  3.060  2.273  -0.150
N  -2.104  2.593  2.089  -0.091
H  -0.966  1.309  3.123  0.114
H  -2.932  1.015  4.789  0.115
H  -4.884  2.693  3.835  0.091
H  -3.748  3.777  1.584  0.106

---

Number 1: total energy -55224.146 eV. Number 2: total energy -64675.723 eV. Number 3: total energy -76327.478 eV.